1.
{
  "formula": "C29H46BrN3P2PtS",
  "method": "ωB97M-V/def2-TZVPD",
  "elements": ["N", "C", "C", "C", "C", "C", "C", "Pt", "P", "C", "C", "C", "C", "C", "C", "C", "Br", "H", "H", "H", "H", "H", "H", "H", "H", "H", "H", "P", "C", "C", "H", "H", "H", "H", "H", "C", "C", "H", "H", "H", "H", "H", "C", "C", "H", "H", "H", "H", "H", "C", "C", "H", "H", "H", "H", "H", "C", "C", "H", "H", "H", "H", "H", "C", "C", "H", "H", "H", "H", "H", "C", "N", "C", "C", "N", "C", "S", "H", "H", "H", "H", "H", "H"],
  "xyz": [[-6.89365, 5.40460, -5.24922], [-6.62797, 5.94139, -4.03973], [-5.80142, 5.30590, -3.11151], [-5.21105, 4.10306, -3.50935], [-5.48911, 3.51412, -4.76804], [-6.36462, 4.22381, -5.59385], [-4.27344, 3.45270, -2.61763], [0.02488, 0.19733, 0.84120], [5.10915, -0.66014, 0.08909], [-3.39705, 2.47924, -2.98870], [-2.34893, 2.20506, -2.06463], [-1.17263, 1.66240, -2.59012], [-0.10251, 1.46326, -1.74528], [-0.34867, 1.67178, -0.37503], [-1.42545, 2.43054, 0.14391], [-2.50879, 2.55887, -0.69149], [1.76076, -0.82108, 2.31625], [-4.27939, 3.89332, -1.60114], [-3.35407, 2.13409, -4.04046], [-5.56769, 5.73974, -2.13994], [-4.99953, 2.58963, -5.07291], [-7.08019, 6.91301, -3.78272], [-6.64328, 3.76096, -6.55803], [-1.20325, 1.37335, -3.64585], [-3.49301, 2.85211, -0.32786], [0.85842, 1.07031, -2.08424], [-1.45004, 2.76804, 1.19204], [-0.47117, -1.93814, 0.04690], [4.75303, 1.09069, 0.36925], [5.96855, 1.99567, 0.01467], [4.47242, 1.23088, 1.42506], [3.87576, 1.36285, -0.23530], [5.83432, 3.01488, 0.40524], [6.88094, 1.56918, 0.45003], [6.11287, 2.05038, -1.07228], [4.54266, -1.23590, -1.53297], [5.53182, -2.26416, -2.13567], [4.46238, -0.35081, -2.18438], [3.53281, -1.65745, -1.43311], [5.35742, -2.38659, -3.21482], [6.56515, -1.91674, -1.98397], [5.42835, -3.24698, -1.65221], [4.59121, -1.91419, 1.29330], [5.43963, -1.97177, 2.57926], [4.51600, -2.92423, 0.84537], [3.54795, -1.61834, 1.56410], [4.97701, -2.64197, 3.32369], [6.43337, -2.35934, 2.31774], [5.55900, -0.97881, 3.03976], [-0.45889, -3.18526, 1.39165], [-1.46814, -4.31370, 1.22926], [-0.59751, -2.67351, 2.35241], [0.55972, -3.59077, 1.43344], [-2.47209, -3.99232, 1.51892], [-1.53333, -4.66292, 0.19544], [-1.19469, -5.16904, 1.85743], [0.77077, -2.51300, -1.16631], [0.26738, -2.55647, -2.60421], [1.09383, -3.51284, -0.82313], [1.62448, -1.82414, -1.07108], [-0.48719, -3.33581, -2.76521], [-0.14675, -1.59489, -2.93117], [1.10787, -2.79324, -3.26345], [-2.14173, -1.94227, -0.70196], [-3.29605, -1.65270, 0.26457], [-2.26233, -2.92525, -1.18945], [-2.12046, -1.17639, -1.49472], [-3.86226, -0.77779, -0.08228], [-4.00141, -2.49555, 0.28333], [-2.98076, -1.45487, 1.30057], [-1.19440, -1.76559, 5.39852], [-0.44207, -0.51061, 5.34298], [0.51094, -0.12552, 6.26695], [1.10728, 0.99595, 5.78309], [0.51212, 1.27432, 4.56237], [-0.40786, 0.32087, 4.26780], [-1.34855, 0.16449, 2.87520], [-2.26472, -1.58414, 5.24388], [-0.83946, -2.47123, 4.63377], [-1.01548, -2.18891, 6.39426], [0.67945, -0.71054, 7.16409], [1.86229, 1.60591, 6.20961], [0.81105, 2.00121, 3.90898]],
  "forces_ev_per_angstrom": [[2.741, -1.962, 3.183], [-1.387, 1.589, -0.471], [-0.035, -0.635, -1.229], [-0.178, -0.719, -0.813], [-0.352, 1.894, 0.878], [-0.810, -0.590, -1.973], [0.233, -0.289, 0.220], [1.515, -1.728, 1.634], [-0.312, -0.970, -0.422], [-1.573, 1.791, -0.388], [0.100, -0.464, 0.876], [0.115, -0.121, -0.112], [-0.092, -0.376, -0.145], [-0.088, 0.722, -0.464], [-0.617, -0.221, 0.116], [0.361, -0.228, -0.460], [-0.974, 0.255, -0.141], [0.235, -0.407, -0.892], [0.118, 0.058, 0.941], [-0.327, 0.188, -0.379], [-0.641, 0.319, -0.237], [0.115, -0.433, -0.321], [-0.011, 0.557, 0.389], [0.500, 0.239, 0.360], [0.555, 0.124, 0.091], [-0.347, -0.006, 0.034], [-0.085, -0.372, -0.584], [-0.433, -0.208, 0.009], [-0.053, 0.599, 0.513], [0.111, -0.276, -0.086], [0.137, -0.180, -0.235], [0.123, -0.177, 0.062], [-0.063, -0.426, -0.141], [-0.164, 0.281, -0.061], [-0.039, 0.016, 0.291], [0.291, 0.371, -0.570], [0.089, -0.090, 0.096], [0.082, -0.227, 0.163], [0.252, 0.066, 0.111], [0.036, 0.053, 0.425], [-0.305, -0.198, -0.222], [0.064, 0.318, -0.166], [-0.298, -0.039, 0.838], [0.224, 0.003, -0.083], [0.286, 0.652, -0.236], [1.134, -0.321, -0.578], [0.202, 0.260, -0.397], [-0.224, 0.109, 0.349], [-0.027, -0.312, -0.129], [0.328, 0.236, 0.803], [-0.504, -0.100, -0.313], [-0.052, -0.068, -0.310], [-0.071, 0.232, -0.153], [0.144, -0.065, -0.009], [0.099, -0.165, 0.106], [0.027, 0.241, -0.141], [0.075, 0.160, 0.107], [0.019, -0.058, -0.418], [-0.096, 0.402, -0.100], [-0.253, -0.319, 0.016], [0.157, 0.218, 0.111], [0.075, -0.168, 0.063], [-0.138, 0.037, 0.053], [0.362, 0.351, -0.276], [-0.479, 0.082, 0.259], [0.173, 0.352, 0.119], [0.082, -0.374, 0.096], [0.177, -0.223, 0.175], [0.271, 0.275, 0.064], [-0.080, -0.121, -0.327], [-0.222, -0.276, 0.265], [0.631, 0.064, -0.755], [-0.505, -0.207, -0.384], [-0.684, -0.158, -0.760], [0.105, -0.240, 0.278], [0.773, 0.132, 1.577], [-0.830, 0.544, -0.470], [0.320, 0.010, 0.181], [0.036, 0.314, 0.263], [-0.247, 0.021, -0.356], [-0.048, 0.328, -0.105], [0.452, 0.387, 0.195], [-0.282, -0.332, 0.501]],
  "mulliken_charge": [0.046, -0.383, -0.406, 0.646, -0.409, -0.391, 0.160, 0.315, 0.198, -0.612, 1.353, -0.694, -0.229, 0.119, -1.028, -0.571, -0.419, 0.108, 0.189, 0.448, 0.400, 0.413, 0.409, 0.408, 0.446, 0.597, 0.520, 0.314, -0.053, -1.222, 0.362, 0.176, 0.373, 0.385, 0.344, 0.431, -1.213, 0.458, -0.395, 0.394, 0.385, 0.337, 1.188, -1.330, 0.338, -1.186, 0.385, 0.408, 0.334, 0.078, -1.277, -0.383, 0.573, 0.354, 0.328, 0.420, 0.429, -1.406, 0.721, -0.743, 0.396, 0.287, 0.447, -0.441, -1.293, 0.666, 0.332, 0.265, 0.371, 0.314, -0.686, 0.239, 0.007, -0.624, 0.142, -0.437, -0.028, 0.322, 0.287, 0.322, 0.444, 0.461, 0.265],
  "lumo_ev": [-12.459, -13.306],
  "de_lowest_kj_mol": 10.8,
  "homo_ev": [-17.99, -18.33],
  "s2": 6.049,
  "energy_ev": -137949.46614,
  "homo_lumo_gap_ha": [0.203, 0.185],
  "charge": 4,
  "multiplicity": 5
}



2.
{
  "formula": "C29H46GdP2",
  "method": "ωB97M-V/def2-TZVPD",
  "elements": ["Gd", "C", "C", "C", "C", "C", "C", "H", "H", "H", "C", "H", "H", "H", "C", "H", "H", "H", "C", "H", "H", "H", "C", "H", "H", "H", "C", "C", "C", "C", "C", "C", "C", "C", "H", "H", "H", "H", "H", "H", "H", "H", "H", "H", "H", "H", "P", "C", "C", "P", "C", "C", "C", "H", "H", "H", "H", "H", "H", "H", "H", "H", "H", "H", "H", "H", "H", "C", "C", "C", "C", "C", "C", "H", "H", "H", "H", "H"],
  "xyz": [[1.17210, 2.23904, -0.43210], [3.22275, 1.47703, 0.59037], [3.23057, 1.09487, -0.79810], [3.20134, 3.41932, -0.69516], [3.25998, 2.91331, 0.64429], [3.20630, 2.29861, -1.59630], [3.40496, 0.57260, 1.75987], [2.65990, -0.23496, 1.78059], [3.31344, 1.13049, 2.69756], [4.40234, 0.10379, 1.74253], [3.50971, 3.71497, 1.87109], [4.16685, 3.16647, 2.55498], [2.58459, 3.94011, 2.40667], [3.98760, 4.67207, 1.62564], [3.05689, 4.84998, -1.07352], [3.58574, 5.50153, -0.36639], [1.99793, 5.16009, -1.07120], [3.44170, 5.03543, -2.08613], [3.03393, 2.38302, -3.07426], [3.83050, 2.98711, -3.53797], [2.07084, 2.85365, -3.34298], [3.06360, 1.38446, -3.52430], [3.26483, -0.29722, -1.32395], [3.75827, -0.33894, -2.30421], [2.25494, -0.71750, -1.45646], [3.81511, -0.95474, -0.64083], [-0.49184, -1.57381, 2.37259], [0.73945, -2.04476, 2.12364], [1.26602, -2.53607, 0.81131], [0.28139, -3.28398, -0.14303], [-0.23238, -2.51179, -1.24768], [-1.22081, -1.45377, -1.22204], [-1.44012, -0.69378, 0.13422], [-1.61906, -1.56718, 1.39008], [2.09080, -3.23611, 1.02323], [-0.51434, -3.80092, 0.43607], [1.72053, -1.69022, 0.26554], [-1.80440, -2.64750, 1.05932], [-0.74039, -1.16016, 3.35789], [1.49693, -1.98791, 2.91535], [-2.53826, -1.24228, 1.91420], [-0.58221, -0.01387, 0.28521], [-0.88152, -0.68861, -1.95456], [-2.33718, -0.05470, 0.03862], [0.84590, -4.12643, -0.59105], [0.25928, -2.66967, -2.21370], [-2.85210, -3.86090, 0.24561], [-4.02487, -4.33187, 1.53747], [-2.41759, -5.39857, -0.61453], [-2.71974, -1.91684, -2.15889], [-3.74484, -2.80722, -0.94246], [-2.28221, -3.11777, -3.42565], [-3.57339, -0.47663, -2.77848], [-4.68968, -3.49421, 1.77697], [-3.48379, -4.61929, 2.45020], [-4.62458, -5.18467, 1.19787], [-3.31398, -6.03642, -0.63380], [-1.61765, -5.91972, -0.06839], [-2.08127, -5.21316, -1.64288], [-4.57497, -0.76012, -3.12540], [-3.01943, -0.04008, -3.62039], [-3.67004, 0.28711, -1.99427], [-4.35001, -2.08339, -0.37629], [-4.42431, -3.48743, -1.47965], [-2.14377, -2.60170, -4.38468], [-3.08713, -3.85716, -3.54164], [-1.35167, -3.64747, -3.18610], [-1.50278, 5.10364, 3.02498], [-0.40091, 5.71192, 2.41187], [0.42559, 4.95819, 1.55083], [0.15881, 3.60924, 1.37201], [-0.89155, 2.97769, 2.01189], [-1.75857, 3.74543, 2.82467], [-2.16690, 5.69502, 3.65705], [-0.17996, 6.76972, 2.58182], [1.25957, 5.45518, 1.05092], [-1.06313, 1.90269, 1.88803], [-2.62767, 3.26775, 3.28634]],
  "forces_ev_per_angstrom": [[-6.540, 0.010, 0.266], [1.641, 0.915, -1.182], [1.489, 1.216, 0.151], [1.507, -1.028, 0.345], [1.208, -0.561, -0.712], [1.477, -0.287, 1.134], [-0.114, -0.351, 0.248], [0.177, 0.182, 0.064], [-0.018, -0.160, -0.158], [-0.263, 0.121, 0.000], [-0.145, 0.279, 0.459], [-0.017, 0.184, -0.127], [0.153, 0.012, 0.057], [-0.047, -0.250, 0.082], [-0.049, 0.296, -0.305], [-0.141, -0.114, -0.209], [0.155, 0.059, -0.025], [-0.052, 0.001, 0.297], [0.093, 0.004, -0.232], [-0.302, -0.156, 0.116], [0.146, -0.087, -0.075], [-0.039, 0.224, -0.010], [-0.006, -0.207, -0.227], [-0.098, -0.005, 0.259], [0.065, -0.073, -0.058], [-0.137, 0.058, -0.131], [0.424, 0.112, 0.155], [-0.371, 0.615, 0.512], [0.305, -0.380, -0.167], [0.882, -1.583, 1.052], [0.543, -0.307, -1.277], [-0.073, 1.907, -0.321], [-0.584, -0.138, -0.202], [-0.072, 0.170, 0.411], [-0.198, 0.298, -0.086], [0.623, 0.538, -0.169], [-0.126, -0.361, 0.211], [0.471, 2.094, 0.833], [0.365, -0.321, -0.254], [-0.386, -0.017, -0.203], [0.350, -0.145, -0.226], [-0.223, -0.264, -0.238], [0.279, 0.143, 0.286], [0.418, -0.027, -0.104], [-0.109, 0.439, 0.210], [-0.141, 0.117, 0.325], [1.009, -1.406, -0.067], [-0.737, -0.290, -0.167], [-1.020, -0.636, -0.350], [-0.065, -1.225, 1.954], [-1.262, -0.326, -0.768], [-0.127, 0.076, -0.770], [-0.260, 0.246, -0.367], [0.116, -0.171, 0.032], [-0.061, 0.133, -0.347], [-0.117, 0.155, 0.245], [0.372, -0.221, -0.290], [-0.279, 0.256, -0.141], [-0.027, -0.076, 0.321], [0.203, 0.078, 0.053], [-0.091, -0.137, 0.193], [0.065, -0.312, -0.110], [0.154, -0.129, -0.157], [-0.234, 0.515, -0.109], [-0.016, -0.153, 0.148], [0.164, 0.306, 0.019], [-0.340, 0.251, 0.107], [0.063, -0.095, -0.084], [0.384, -0.167, -0.433], [-1.216, 0.794, 1.118], [1.508, -1.115, -1.399], [-0.834, 1.198, 0.713], [0.162, -0.497, -0.190], [0.189, -0.177, -0.144], [-0.196, -0.299, 0.003], [-0.175, -0.117, 0.151], [-0.097, 0.130, 0.056], [0.244, 0.238, 0.004]],
  "mulliken_charge": [0.146, 0.652, 1.007, 0.276, 0.722, 0.537, -1.111, -0.119, 0.488, 0.307, -1.564, 0.447, 0.286, 0.364, -1.491, 0.308, 0.237, 0.407, -1.526, 0.351, 0.241, 0.355, -1.604, 0.533, 0.105, 0.383, -0.851, -0.530, 0.265, -1.097, -1.323, 1.204, 0.140, 0.194, 0.515, -0.172, -0.636, -1.193, 0.401, 0.530, 0.655, -1.051, 0.667, 0.380, 0.564, 0.751, 0.777, -1.264, -1.231, 1.057, -1.287, -1.390, -1.204, 0.422, 0.352, 0.423, 0.444, 0.391, 0.304, 0.399, 0.438, 0.405, 0.525, 0.631, 0.417, 0.456, 0.408, -0.513, -0.736, -0.282, 0.417, -0.443, -0.618, 0.351, 0.370, 0.230, 0.237, 0.365],
  "lumo_ev": [-2.557, -3.424],
  "de_lowest_kj_mol": 560.7,
  "homo_ev": [-8.04, -9.27],
  "s2": 15.817,
  "energy_ev": -70217.18432,
  "homo_lumo_gap_ha": [0.202, 0.215],
  "charge": 1,
  "multiplicity": 8
}